No. 1
14
Properties=species:S:1:pos:R:3 method="wB97M-V/def2-TZVPD" e_above_lowest_kj_mol=420.9 gap_ev=7.24 homo_ev=-7.3 e_lumo_ev=-0.075
C -1.0402 0.6169 1.4414
C 0.2772 0.7050 -1.4635
C -0.2208 -0.4603 0.7278
C 0.7768 -0.1169 -0.2341
Br -1.8051 -1.5672 -0.3017
I 2.6314 -0.9703 -0.3292
H -1.0802 0.2038 2.4548
H -2.0217 0.7205 1.0798
H -0.6135 1.6330 1.5583
H -0.0859 1.5627 -0.9194
H 1.0387 0.8792 -2.1848
H -0.6517 0.2124 -1.9309
H 0.2923 -1.2147 1.2765
H 2.5027 -2.2041 -1.1748

No. 2
10
Properties=species:S:1:pos:R:3 method="wB97M-V/def2-TZVPD" smiles=CN(I)[C@H](Cl)Br e_above_lowest_kj_mol=87.1 gap_ev=8.88 homo_ev=-9.1 e_lumo_ev=-0.218
C -0.8631 0.8930 0.6977
C 0.3705 -0.8704 -0.7931
N 0.3990 0.5295 -0.5138
Cl -1.1873 -1.4437 -1.3493
Br 0.9524 -1.9719 0.7950
I 2.1482 1.2855 0.0385
H -1.7646 0.7077 0.1134
H -0.6940 0.3159 1.5799
H -0.4813 1.8850 0.9236
H 1.1202 -1.3306 -1.4920

No. 3
55
Properties=species:S:1:pos:R:3 method="wB97M-V/def2-TZVPD" gap_ev=8.28 homo_ev=-3.4 e_lumo_ev=4.884 total_charge=-2
S 0.8394 0.7969 0.8370
O 1.3836 0.7315 -0.5407
O 0.5939 -0.5511 1.3307
O 1.8409 1.4445 1.6848
O -0.3792 1.6165 0.8220
C 1.2232 4.4113 -1.4335
O 1.5566 5.4173 -2.1145
N 0.1681 4.4805 -0.6025
N 1.9822 3.3009 -1.3928
H 0.0113 3.6603 -0.0249
H -0.5030 5.1770 -0.8627
H 2.6673 3.2410 -2.1229
H 1.6365 2.4243 -0.9546
C -2.2275 0.5094 3.8916
O -3.1304 0.3379 4.7216
N -2.4394 1.0000 2.6477
N -0.9365 0.1227 4.1627
H -3.3625 1.3347 2.4484
H -1.6526 1.2237 2.0219
H -0.3374 0.0379 3.3482
H -0.8278 -0.6173 4.8306
C 4.7366 -1.1711 -0.3218
O 5.2029 -0.4544 0.5689
N 5.4758 -2.1584 -0.8987
N 3.4639 -1.0680 -0.7514
H 6.3822 -2.3352 -0.5135
H 5.0463 -2.7739 -1.5632
H 3.1291 -1.6603 -1.4917
H 2.7719 -0.3598 -0.4499
C 0.9210 -1.4102 -3.2358
O 0.8673 -1.9383 -4.3522
N 0.5552 -2.0764 -2.0742
N 1.4201 -0.1832 -3.0302
H 0.5285 -1.5152 -1.2356
H 0.1238 -2.9733 -2.1645
H 1.7284 0.3626 -3.8112
H 1.4522 0.2332 -2.0746
C -1.8547 -3.1491 3.0933
C -1.9808 -2.7554 1.6336
O -0.7776 -2.8193 0.9095
H -2.7014 -2.7511 3.6505
H -0.8600 -2.9455 3.4832
H -1.9263 -4.2438 3.0745
H -2.3426 -1.7203 1.5696
H -2.7081 -3.4139 1.1513
H -0.2013 -2.0656 1.1751
C -3.5898 0.5660 -2.4201
C -2.6204 0.6173 -1.2380
O -2.6265 1.9550 -0.7761
H -4.6121 0.7240 -2.0735
H -3.5319 -0.3618 -2.9939
H -3.3371 1.3512 -3.1344
H -1.5900 0.4269 -1.5549
H -2.8847 -0.1458 -0.4983
H -1.7669 2.1133 -0.3497

No. 4
69
Properties=species:S:1:pos:R:3 method="wB97M-V/def2-TZVPD" s_squared=2.013 e_above_lowest_kj_mol=47.4 gap_ev="6.41 / 6.78" multiplicity=3 homo_ev="-10.5 / -11.2" e_lumo_ev="-4.106 / -4.385" total_charge=+1
W 0.0356 -0.1824 0.2284
Br 4.8706 -2.5854 4.4458
C 3.5048 -1.9368 3.3372
C 2.4144 -1.2576 3.8741
C 1.4663 -0.7728 3.0141
N 1.4970 -0.9172 1.6742
C 2.5449 -1.6229 1.1670
C 3.5620 -2.1169 1.9740
C 2.5306 -1.8212 -0.2767
C 3.4111 -2.6584 -0.9520
C 3.3171 -2.7760 -2.3230
Br 4.4757 -3.9191 -3.2578
C 2.3544 -2.0392 -3.0070
C 1.5123 -1.2440 -2.2703
N 1.5661 -1.1494 -0.9361
H 2.3252 -1.0986 4.9384
H 0.6286 -0.2182 3.4094
H 4.4036 -2.6295 1.5330
H 4.1520 -3.2277 -0.4115
H 2.2658 -2.0983 -4.0812
H 0.7553 -0.6421 -2.7533
N -0.9668 3.1681 -0.6693
C -1.6332 2.6510 0.3672
N -1.4270 1.4488 0.8736
C -2.2602 1.2119 1.9564
C -3.0911 2.2214 2.2804
S -2.8591 3.5467 1.2073
C -2.1213 -0.0942 2.5580
C -2.7475 -0.6235 3.6270
S -2.2754 -2.2641 3.8428
C -1.2394 -2.1502 2.4737
N -1.2272 -0.9465 1.9158
N -0.4688 -3.1774 2.0690
H -0.5512 2.5548 -1.3589
H -1.2575 4.0681 -1.0133
H -3.8269 2.2658 3.0654
H -3.4603 -0.1569 4.2853
H -0.6856 -4.0748 2.4721
H -0.3070 -3.1929 1.0685
O -2.8511 -2.6139 0.2079
C -2.1254 -1.9929 -0.5329
O -0.7957 -2.0050 -0.4264
C -2.6220 -1.2011 -1.6940
C -3.7712 -1.5826 -2.3452
C -4.1428 -0.9416 -3.5193
C -3.3574 0.0453 -4.0646
C -2.2143 0.4703 -3.4044
C -1.8457 -0.1018 -2.1532
O -0.8687 0.3444 -1.4092
N -1.4170 1.4809 -4.0806
O -1.7033 1.7470 -5.2250
O -0.4636 1.9858 -3.5004
N -5.3687 -1.3536 -4.2073
O -5.6782 -0.7409 -5.2086
O -5.9902 -2.2804 -3.7263
H -4.3786 -2.3881 -1.9561
H -3.6154 0.4946 -5.0129
F 4.0451 5.5471 2.0065
C 3.3749 4.5093 1.5195
C 3.4823 4.1758 0.1787
F 4.2700 4.8953 -0.6103
C 2.7779 3.1046 -0.3420
F 2.9034 2.8017 -1.6352
C 1.9268 2.3318 0.4509
O 1.2330 1.3323 -0.0776
C 1.8709 2.6838 1.8098
F 1.1085 1.9314 2.6229
C 2.5675 3.7464 2.3463
F 2.4615 4.0315 3.6409

No. 5
66
Properties=species:S:1:pos:R:3 method="wB97M-V/def2-TZVPD" smiles=CCO.CCO.CCO.CCO.CCO.CCO.O.O.O.O e_above_lowest_kj_mol=459.9 gap_ev=10.40 homo_ev=-10.2 e_lumo_ev=0.244
O -20.3537 -2.6337 -15.1375
H -20.7886 -3.4514 -14.8958
H -20.4132 -2.0891 -14.3526
O -17.9780 0.0368 -12.0415
H -17.6334 -0.5475 -11.3661
H -17.4376 0.8242 -11.9762
O -19.2112 7.6541 -14.0443
H -20.1508 7.5333 -14.1816
H -19.0828 8.6018 -14.0839
O -20.5871 7.2022 -19.5704
H -20.3772 7.4275 -18.6640
H -19.9259 6.5553 -19.8162
C -11.0335 -2.3147 -21.8040
C -10.6623 -3.7328 -21.3368
O -9.3386 -3.7426 -20.9033
H -11.3153 -2.4175 -22.8519
H -10.1592 -1.6652 -21.8464
H -11.6835 -1.7453 -21.1395
H -10.8729 -4.3735 -22.1931
H -11.3310 -4.0227 -20.5263
H -9.2082 -4.6315 -20.5649
C -18.4057 7.0659 -8.4449
C -18.9495 8.4907 -8.6110
O -17.9846 9.3793 -8.1915
H -17.4060 7.0927 -8.8785
H -18.9955 6.3367 -9.0004
H -18.2778 6.8478 -7.3846
H -19.9173 8.6467 -8.1346
H -19.1313 8.7225 -9.6604
H -18.3185 10.2400 -8.4545
C -10.6522 5.1575 -19.8663
C -9.7969 5.0527 -18.5467
O -9.6907 6.3590 -17.9332
H -10.3609 5.9657 -20.5370
H -11.6859 5.3883 -19.6088
H -10.3719 4.3317 -20.5202
H -8.7991 4.6351 -18.6809
H -10.3648 4.3268 -17.9648
H -8.9982 6.8458 -18.3862
C -15.3418 2.2198 -16.2536
C -15.5345 3.6124 -15.8158
O -16.0267 3.6514 -14.5058
H -14.5386 1.7278 -15.7051
H -15.1203 2.0957 -17.3136
H -16.3040 1.7526 -16.0435
H -16.3287 4.0449 -16.4243
H -14.6020 4.1470 -15.9965
H -16.7609 4.2698 -14.4916
C -12.9571 -3.9584 -14.0130
C -14.0518 -4.8939 -13.5218
O -13.7821 -5.8835 -12.5066
H -12.7710 -3.2156 -13.2373
H -13.2357 -3.3356 -14.8631
H -12.0907 -4.5420 -14.3244
H -14.5450 -5.3547 -14.3777
H -14.7963 -4.1820 -13.1652
H -13.2241 -6.5790 -12.8623
C -17.1452 5.0520 -23.3227
C -17.3461 4.5838 -24.8177
O -18.7585 4.5850 -24.9679
H -17.6858 5.9786 -23.1298
H -16.1235 5.3314 -23.0654
H -17.4096 4.2114 -22.6811
H -16.9071 3.6034 -25.0023
H -16.8201 5.2134 -25.5354
H -18.9822 3.9796 -25.6785

No. 6
64
Properties=species:S:1:pos:R:3 method="wB97M-V/def2-TZVPD" e_above_lowest_kj_mol=0.0 gap_ev="5.83 / 5.82" homo_ev="-13.5 / -13.5" e_lumo_ev="-7.709 / -7.717" total_charge=+2
P -0.3731 -2.1693 -3.1272
P 0.1355 1.4553 -3.2357
C -0.5929 -0.9760 -4.4952
C 0.3465 0.2476 -4.5811
H -1.6472 -0.6616 -4.4977
H -0.4378 -1.5713 -5.4175
H 1.3972 -0.0825 -4.6190
H 0.1353 0.8082 -5.5057
C -1.3913 2.2965 -3.7614
H -1.7217 2.9733 -2.9640
H -2.1998 1.5877 -3.9822
H -1.1817 2.8856 -4.6640
C 1.4097 2.6926 -3.5293
H 1.1638 3.2839 -4.4203
H 2.3918 2.2245 -3.6650
H 1.4501 3.3621 -2.6626
C -1.4488 -3.5277 -3.5979
H -1.4320 -4.3161 -2.8401
H -1.0945 -3.9427 -4.5465
H -2.4691 -3.1597 -3.7353
C 1.3077 -2.8253 -3.3609
H 2.0597 -2.0223 -3.4062
H 1.3399 -3.3550 -4.3251
H 1.5644 -3.5391 -2.5623
Ti 0.0678 -1.2123 1.3654
C 0.5467 1.6846 0.2959
C -0.8069 1.4442 0.2166
C -1.5145 0.5678 -0.8072
C -1.7455 -0.9526 -0.6680
C -0.6867 -1.9295 -1.3394
C 0.6898 -1.6980 -0.7437
C 1.4021 -0.4096 -1.0350
C 1.5723 0.5583 0.1646
C 1.4907 -2.2010 2.3295
H 0.9124 2.5125 0.8972
H -1.4561 1.8310 1.0167
H -1.0279 0.6612 -1.8003
H -2.5307 0.9991 -0.9071
H -1.8707 -1.2402 0.4235
H -2.7523 -1.1520 -1.0945
H -1.0325 -2.9429 -1.0205
H 1.3711 -2.5642 -0.6914
H 0.8689 0.0968 -1.8855
H 2.4135 -0.6321 -1.4575
H 1.7394 -0.0229 1.1339
H 2.5832 1.0041 0.0561
H 2.0837 -1.5072 2.9688
H 2.1067 -2.7799 1.6169
H 0.8349 -2.8547 2.9509
C 1.2890 0.7407 6.6581
Si -0.2959 1.3373 5.8475
C -1.7761 0.7212 6.8401
C -0.3005 3.2078 5.8505
C -0.3577 0.6288 4.1436
C -0.2580 0.0326 3.0468
H 1.3261 0.9955 7.7268
H 2.1679 1.1864 6.1721
H 1.3842 -0.3493 6.5635
H -1.6462 0.9118 7.9166
H -2.7048 1.2103 6.5120
H -1.8963 -0.3610 6.6904
H 0.5991 3.6060 5.3663
H -1.1684 3.6002 5.3084
H -0.3338 3.6029 6.8733

no.,largest force on an atom (eV Å⁻¹)
1,3.826
2,4.401
3,3.514
4,2.042
5,2.008
6,3.042